# 1
C38H93BN12O13P | wB97M-V/def2-TZVPD

E_HOMO = -10.2 eV
LUMO = -1.87 eV
Charge = +1
HOMO-LUMO gap = 0.30649 Ha

Atoms and positions in Å:
C1 6.817 -1.807 0.637
C2 5.578 -0.930 0.404
C3 4.276 -1.629 0.797
C4 3.100 -0.665 0.935
N1 1.874 -1.185 0.272
P1 0.423 -1.209 1.025
C5 -0.390 -2.765 0.861
B1 -1.932 -2.866 1.337
O1 -2.929 -2.352 0.585
O2 -2.248 -3.524 2.486
H1 7.461 -1.813 -0.242
H2 6.532 -2.843 0.849
H3 7.408 -1.458 1.487
H4 5.687 0.021 0.937
H5 5.519 -0.697 -0.662
H6 4.048 -2.333 -0.008
H7 4.410 -2.213 1.716
H8 2.861 -0.484 1.988
H9 3.339 0.291 0.477
H10 1.808 -0.810 -0.676
H11 -0.412 -0.175 0.612
H12 0.704 -0.971 2.371
H13 0.235 -3.483 1.403
H14 -0.352 -2.974 -0.215
H15 -2.617 -1.807 -0.167
H16 -1.447 -3.767 2.991
C6 -0.390 0.121 -3.071
C7 -1.203 -0.956 -2.424
O3 -1.630 -0.792 -1.266
N2 -1.452 -2.084 -3.089
C8 -1.052 -2.425 -4.446
H17 -0.328 0.960 -2.387
H18 0.626 -0.221 -3.276
H19 -0.840 0.439 -4.012
H20 -2.044 -2.737 -2.597
H21 -1.932 -2.538 -5.078
H22 -0.477 -3.351 -4.451
H23 -0.435 -1.632 -4.855
C9 1.985 -3.484 4.624
C10 0.675 -4.237 4.616
O4 0.111 -4.521 3.554
N3 0.144 -4.601 5.793
C11 0.667 -4.365 7.127
H24 2.267 -3.282 3.594
H25 1.896 -2.544 5.170
H26 2.774 -4.069 5.096
H27 -0.722 -5.113 5.712
H28 0.856 -5.308 7.639
H29 -0.039 -3.783 7.720
H30 1.600 -3.815 7.070
C12 2.741 3.275 -0.186
C13 2.311 2.566 -1.449
O5 1.959 1.384 -1.460
N4 2.321 3.279 -2.590
C14 2.694 4.669 -2.779
H31 2.671 2.579 0.640
H32 3.768 3.631 -0.266
H33 2.100 4.134 0.019
H34 2.044 2.756 -3.407
H35 1.863 5.243 -3.188
H36 3.540 4.754 -3.461
H37 2.978 5.111 -1.829
C15 -3.455 2.520 4.196
C16 -2.296 2.622 3.238
O6 -1.819 3.693 2.889
N5 -1.781 1.461 2.752
C17 -2.225 0.109 3.025
H38 -3.744 3.527 4.481
H39 -4.302 2.005 3.742
H40 -3.177 1.960 5.090
H41 -1.015 1.614 2.114
H42 -1.420 -0.480 3.481
H43 -2.560 -0.380 2.109
H44 -3.065 0.111 3.710
C18 9.013 -0.491 -3.986
C19 7.799 -0.946 -3.211
O7 7.408 -0.357 -2.216
N6 7.138 -2.049 -3.653
C20 7.446 -2.872 -4.801
H45 9.408 0.392 -3.494
H46 9.782 -1.265 -4.006
H47 8.755 -0.243 -5.016
H48 6.337 -2.298 -3.088
H49 6.620 -2.880 -5.516
H50 7.655 -3.902 -4.507
H51 8.324 -2.486 -5.309
C21 -3.010 2.133 -8.317
C22 -1.942 2.568 -7.341
O8 -0.957 3.195 -7.687
N7 -2.116 2.224 -6.034
C23 -3.194 1.476 -5.421
H52 -2.719 2.481 -9.303
H53 -3.112 1.047 -8.332
H54 -3.979 2.560 -8.056
H55 -1.374 2.558 -5.439
H56 -3.690 2.071 -4.652
H57 -2.822 0.555 -4.970
H58 -3.939 1.183 -6.153
C24 -6.727 -1.927 5.219
C25 -5.540 -1.818 4.291
O9 -5.086 -0.730 3.959
N8 -4.986 -2.966 3.831
C26 -5.395 -4.324 4.112
H59 -7.036 -0.921 5.483
H60 -7.559 -2.442 4.738
H61 -6.470 -2.474 6.127
H62 -4.192 -2.837 3.219
H63 -4.591 -4.886 4.591
H64 -5.676 -4.848 3.197
H65 -6.252 -4.327 4.779
C27 0.592 8.879 4.738
C28 0.322 8.703 3.261
O10 0.253 9.655 2.503
N9 0.152 7.429 2.811
C29 0.186 6.189 3.568
H66 0.700 9.942 4.929
H67 -0.234 8.490 5.335
H68 1.504 8.362 5.039
H69 -0.022 7.373 1.819
H70 0.985 5.540 3.202
H71 -0.755 5.648 3.476
H72 0.375 6.406 4.615
C30 -4.866 -2.399 -2.965
C31 -4.750 -2.486 -4.471
O11 -4.223 -1.588 -5.113
N10 -5.219 -3.600 -5.080
C32 -5.867 -4.747 -4.475
H73 -4.453 -1.438 -2.669
H74 -5.894 -2.474 -2.612
H75 -4.303 -3.203 -2.484
H76 -5.108 -3.592 -6.082
H77 -5.308 -5.663 -4.672
H78 -6.879 -4.874 -4.859
H79 -5.930 -4.612 -3.400
C33 3.201 -5.176 -0.600
C34 4.311 -4.822 -1.567
O12 4.535 -3.660 -1.879
N11 5.050 -5.837 -2.072
C35 4.927 -7.257 -1.809
H80 2.715 -4.251 -0.301
H81 2.466 -5.834 -1.066
H82 3.591 -5.682 0.284
H83 5.776 -5.537 -2.704
H84 5.843 -7.655 -1.370
H85 4.718 -7.809 -2.726
H86 4.114 -7.437 -1.113
C36 -3.228 9.320 2.420
C37 -4.371 8.593 3.088
O13 -5.034 9.093 3.980
N12 -4.634 7.328 2.652
C38 -3.957 6.584 1.611
H87 -3.137 10.305 2.866
H88 -2.291 8.784 2.562
H89 -3.398 9.428 1.348
H90 -5.402 6.887 3.134
H91 -4.645 6.321 0.803
H92 -3.505 5.670 1.995
H93 -3.165 7.194 1.187

# 2
C38H95BaN6O13 | wB97M-V/def2-TZVPD

E_HOMO (spin up / spin down) = -2.9 / -7.2 eV
LUMO (spin up / spin down) = 0.30 / 0.31 eV
HOMO-LUMO gap (spin up / spin down) = 0.11871 / 0.27538 Ha
Multiplicity = 2
Energy above the lowest of the compared OMol25 structures with the same formula, charge and spin = 43.19 kJ/mol

Atoms and positions in Å:
Ba1 3.538 0.634 0.739
C1 -1.394 1.327 0.181
C2 -0.712 0.234 1.064
O1 0.693 0.309 1.141
H1 -1.131 1.268 -0.875
H2 -1.195 2.354 0.488
H3 -2.469 1.148 0.140
H4 -1.046 -0.762 0.773
H5 -1.176 0.228 2.051
C3 2.455 -2.709 1.769
O2 3.379 -2.063 0.882
C4 4.064 -2.887 -0.028
C5 4.720 -2.040 -1.119
N1 3.845 -0.950 -1.541
C6 4.425 -0.033 -2.528
C7 3.444 1.100 -2.808
O3 3.114 1.930 -1.703
C8 2.123 2.914 -1.928
H6 1.502 -2.916 1.281
H7 2.249 -2.022 2.590
H8 2.903 -3.601 2.207
H9 3.365 -3.608 -0.453
H10 4.775 -3.450 0.577
H11 5.015 -2.720 -1.918
H12 5.658 -1.575 -0.813
H13 3.032 -1.394 -1.944
H14 4.882 -0.559 -3.365
H15 5.285 0.441 -2.055
H16 2.548 0.668 -3.252
H17 3.887 1.768 -3.547
H18 2.359 3.641 -2.705
H19 2.004 3.585 -1.077
H20 1.117 2.559 -2.154
C9 1.201 -5.039 -5.186
O4 2.332 -4.702 -4.399
C10 2.830 -3.357 -4.576
C11 1.798 -2.265 -4.186
N2 1.508 -2.544 -2.722
C12 0.374 -1.685 -2.220
C13 -0.980 -2.113 -2.784
O5 -1.018 -3.508 -2.715
C14 -2.270 -4.017 -3.033
H21 1.568 -5.174 -6.203
H22 0.414 -4.289 -5.264
H23 0.832 -6.008 -4.851
H24 3.097 -3.398 -5.632
H25 3.791 -3.292 -4.067
H26 0.909 -2.356 -4.809
H27 2.188 -1.281 -4.445
H28 1.058 -3.448 -2.708
H29 0.523 -0.661 -2.562
H30 0.459 -1.737 -1.134
H31 -1.262 -1.822 -3.796
H32 -1.756 -1.589 -2.224
H33 -2.227 -5.103 -2.959
H34 -2.654 -3.714 -4.007
H35 -3.065 -3.751 -2.336
C15 -4.192 -1.897 -7.911
O6 -4.169 -1.128 -6.689
C16 -4.021 -1.791 -5.476
C17 -4.028 -0.643 -4.408
N3 -2.822 0.148 -4.531
C18 -2.874 1.292 -3.626
C19 -1.609 2.082 -3.637
O7 -1.485 2.739 -4.895
C20 -0.312 3.593 -4.904
H36 -3.298 -2.520 -7.900
H37 -4.080 -1.219 -8.757
H38 -5.096 -2.498 -8.010
H39 -3.129 -2.415 -5.522
H40 -4.765 -2.562 -5.277
H41 -4.043 -1.025 -3.388
H42 -4.929 -0.031 -4.452
H43 -2.838 0.439 -5.498
H44 -3.135 0.913 -2.638
H45 -3.719 1.914 -3.922
H46 -0.812 1.368 -3.425
H47 -1.575 2.776 -2.798
H48 -0.394 4.368 -4.142
H49 -0.056 3.967 -5.896
H50 0.513 2.903 -4.727
C21 -5.800 0.131 -0.463
O8 -5.382 -1.123 -0.783
C22 -4.133 -1.517 -0.201
C23 -4.245 -1.587 1.349
N4 -5.245 -2.539 1.913
C24 -5.714 -2.334 3.265
C25 -4.541 -2.424 4.264
O9 -5.075 -2.625 5.574
C26 -4.022 -2.761 6.535
H51 -5.960 0.306 0.601
H52 -6.751 0.318 -0.963
H53 -5.062 0.837 -0.843
H54 -3.448 -0.826 -0.693
H55 -3.772 -2.498 -0.507
H56 -4.443 -0.613 1.797
H57 -3.236 -1.910 1.606
H58 -5.899 -2.914 1.241
H59 -6.450 -3.054 3.621
H60 -6.189 -1.366 3.426
H61 -4.180 -1.397 4.205
H62 -3.839 -3.187 3.929
H63 -3.377 -3.621 6.355
H64 -4.408 -2.899 7.545
H65 -3.420 -1.855 6.603
C27 1.506 3.767 1.593
O10 2.831 3.353 1.414
C28 3.766 4.374 1.648
C29 5.227 3.782 1.463
N5 5.420 3.223 0.113
C30 6.045 4.201 -0.737
C31 6.478 3.465 -1.997
O11 6.949 4.304 -3.065
C32 7.889 5.263 -2.732
H66 1.111 4.411 0.807
H67 1.322 4.188 2.581
H68 0.849 2.897 1.614
H69 3.645 4.805 2.642
H70 3.525 5.112 0.882
H71 5.174 2.944 2.158
H72 6.017 4.477 1.746
H73 6.186 2.567 0.171
H74 6.884 4.708 -0.259
H75 5.329 4.943 -1.090
H76 5.697 2.787 -2.340
H77 7.287 2.776 -1.756
H78 8.864 4.847 -2.478
H79 7.650 5.942 -1.913
H80 8.075 5.821 -3.650
C33 -0.155 2.481 10.141
O12 -1.181 1.906 9.359
C34 -1.686 2.714 8.268
C35 -2.823 1.975 7.482
N6 -2.530 0.702 6.863
C36 -1.368 0.685 6.017
C37 -1.105 -0.692 5.412
O13 -0.880 -1.602 6.443
C38 -0.458 -2.855 5.965
H81 0.153 1.805 10.939
H82 -0.365 3.436 10.623
H83 0.704 2.801 9.550
H84 -0.888 3.006 7.585
H85 -2.024 3.622 8.767
H86 -3.232 2.690 6.768
H87 -3.585 1.886 8.256
H88 -2.530 -0.027 7.562
H89 -0.508 0.940 6.636
H90 -1.503 1.344 5.160
H91 -0.229 -0.506 4.791
H92 -1.890 -0.999 4.720
H93 -1.142 -3.243 5.211
H94 -0.543 -3.554 6.797
H95 0.588 -2.757 5.673

# 3
C38H95N6O13Zn | wB97M-V/def2-TZVPD

E_HOMO = -10.1 eV
LUMO = -3.07 eV
Charge = +1
HOMO-LUMO gap = 0.25790 Ha
Energy above the lowest of the compared OMol25 structures with the same formula, charge and spin = 0.00 kJ/mol

Atoms and positions in Å:
Zn1 -1.647 0.114 -3.569
C1 1.039 2.235 -1.329
C2 0.646 0.765 -1.436
O1 -0.539 0.626 -2.135
H1 0.311 2.701 -0.661
H2 1.061 2.738 -2.299
H3 2.054 2.374 -0.948
H4 0.575 0.353 -0.418
H5 1.484 0.197 -1.879
C3 6.291 -1.868 4.319
O2 6.698 -0.718 3.640
C4 6.599 -0.808 2.267
C5 5.153 -0.788 1.778
N1 4.585 0.516 2.113
C6 3.189 0.646 1.829
C7 2.649 1.931 2.452
O3 1.367 2.237 1.940
C8 0.966 3.552 2.232
H6 5.226 -2.098 4.200
H7 6.462 -1.735 5.384
H8 6.869 -2.736 3.978
H9 7.091 -1.695 1.835
H10 7.127 0.015 1.789
H11 4.545 -1.593 2.224
H12 5.145 -0.926 0.691
H13 4.857 0.777 3.052
H14 2.575 -0.189 2.192
H15 3.030 0.849 0.763
H16 3.351 2.760 2.271
H17 2.597 1.832 3.552
H18 1.419 4.253 1.527
H19 1.174 3.843 3.268
H20 -0.124 3.579 2.161
C9 -1.341 -7.944 2.562
O4 -1.204 -6.786 3.320
C10 -2.450 -6.288 3.709
C11 -2.277 -5.072 4.585
N2 -1.803 -3.943 3.813
C12 -1.120 -2.905 4.556
C13 -0.795 -1.782 3.601
O5 -0.026 -2.299 2.542
C14 0.260 -1.315 1.576
H21 -1.859 -8.754 3.097
H22 -0.349 -8.365 2.384
H23 -1.843 -7.793 1.601
H24 -3.005 -7.039 4.288
H25 -3.096 -6.035 2.855
H26 -1.503 -5.328 5.332
H27 -3.223 -4.909 5.102
H28 -1.202 -4.215 3.047
H29 -0.218 -3.307 5.050
H30 -1.728 -2.517 5.377
H31 -0.261 -0.965 4.099
H32 -1.754 -1.430 3.199
H33 0.725 -1.795 0.717
H34 0.904 -0.527 1.983
H35 -0.663 -0.819 1.228
C15 -2.523 4.257 -0.002
O6 -3.255 3.104 0.362
C16 -2.606 1.921 -0.051
C17 -3.474 0.730 0.217
N3 -4.706 0.775 -0.583
C18 -5.690 -0.214 -0.100
C19 -7.037 -0.039 -0.771
O7 -7.446 1.290 -0.556
C20 -8.778 1.565 -0.956
H36 -2.628 4.442 -1.085
H37 -1.467 4.135 0.265
H38 -2.926 5.126 0.512
H39 -1.620 1.848 0.430
H40 -2.391 2.027 -1.131
H41 -3.670 0.639 1.295
H42 -2.874 -0.151 -0.041
H43 -5.179 1.654 -0.349
H44 -5.852 -0.079 0.978
H45 -5.365 -1.249 -0.252
H46 -7.712 -0.746 -0.273
H47 -6.990 -0.199 -1.858
H48 -9.138 2.393 -0.351
H49 -9.439 0.711 -0.774
H50 -8.808 1.810 -2.023
C21 2.053 -6.018 4.307
O8 3.118 -5.129 4.121
C22 3.645 -5.107 2.834
C23 2.685 -4.337 1.914
N4 2.996 -4.455 0.498
C24 2.249 -3.479 -0.269
C25 2.723 -3.391 -1.705
O9 2.445 -4.617 -2.338
C26 2.557 -4.595 -3.750
H51 1.110 -5.587 3.944
H52 1.948 -6.209 5.369
H53 2.151 -6.931 3.708
H54 3.903 -6.086 2.410
H55 4.560 -4.516 2.865
H56 2.686 -3.311 2.289
H57 1.650 -4.684 2.101
H58 2.820 -5.402 0.191
H59 2.469 -2.489 0.146
H60 1.159 -3.650 -0.219
H61 3.786 -3.125 -1.694
H62 2.160 -2.570 -2.178
H63 2.187 -3.662 -4.191
H64 2.032 -5.479 -4.099
H65 3.616 -4.664 -4.033
C27 -0.389 7.529 1.561
O10 -0.180 6.560 0.554
C28 0.714 6.999 -0.436
C29 0.917 5.827 -1.396
N5 1.632 6.250 -2.574
C30 2.198 5.176 -3.332
C31 3.303 5.683 -4.261
O11 4.531 5.657 -3.582
C32 5.611 6.002 -4.409
H66 0.549 7.760 2.078
H67 -1.139 7.157 2.251
H68 -0.746 8.468 1.116
H69 1.722 7.120 -0.005
H70 0.383 7.936 -0.887
H71 -0.080 5.473 -1.695
H72 1.404 5.009 -0.853
H73 2.205 7.071 -2.518
H74 1.475 4.648 -3.966
H75 2.666 4.405 -2.705
H76 3.043 6.695 -4.608
H77 3.336 5.042 -5.155
H78 6.524 5.927 -3.821
H79 5.523 7.038 -4.763
H80 5.718 5.349 -5.285
C33 -0.775 -2.862 -2.871
O12 -1.833 -1.944 -3.158
C34 -3.115 -2.238 -2.634
C35 -4.130 -1.307 -3.295
N6 -3.618 0.080 -3.172
C36 -4.195 0.986 -4.208
C37 -3.510 2.337 -4.031
O13 -2.110 2.087 -4.127
C38 -1.286 3.259 -4.043
H81 -1.020 -3.892 -3.138
H82 -0.576 -2.803 -1.797
H83 0.111 -2.573 -3.425
H84 -3.118 -2.004 -1.561
H85 -3.407 -3.277 -2.797
H86 -5.070 -1.488 -2.775
H87 -4.211 -1.529 -4.360
H88 -4.014 0.450 -2.263
H89 -5.270 1.089 -4.017
H90 -4.077 0.595 -5.222
H91 -3.800 2.696 -3.036
H92 -3.831 3.053 -4.790
H93 -1.475 3.795 -3.113
H94 -1.458 3.922 -4.898
H95 -0.254 2.928 -4.117

Number 1: E -95381.725 eV. Number 2: E -77187.232 eV. Number 3: E -124909.897 eV.